{
  "formula": "H4IO2",
  "method": "the ωB97M-V functional and the def2-TZVPD basis",
  "species": ["I", "O", "H", "H", "O", "H", "H"],
  "xyz": [[12.48, -23.11, 21.61], [10.76, -23.47, 19.53], [11.52, -23.25, 20.06], [10.01, -23.14, 20.03], [10.73, -21.09, 21.01], [11.53, -21.47, 21.36], [10.74, -21.32, 20.08]],
  "lumo_energy_ha": 0.14016,
  "max_force_ha_per_bohr": 0.1305,
  "gap_ha": 0.2748,
  "charge": -1
}

---

{
  "formula": "H4N",
  "method": "the ωB97M-V functional and the def2-TZVPD basis",
  "species": ["N", "H", "H", "H", "H"],
  "xyz": [[0.01, -0.01, 0.01], [0.08, -0.33, -0.97], [-1.00, 0.13, 0.18], [0.47, -0.65, 0.65], [0.49, 0.90, 0.06]],
  "lumo_energy_ha": -0.17681,
  "max_force_ha_per_bohr": 0.0194,
  "smiles": "[NH4+]",
  "gap_ha": 0.7401,
  "charge": 1
}

---

{
  "formula": "H4N2O2P",
  "method": "the ωB97M-V functional and the def2-TZVPD basis",
  "species": ["N", "N", "O", "O", "P", "H", "H", "H", "H"],
  "xyz": [[-0.96, -1.59, 0.11], [0.65, 1.66, -1.68], [0.47, -1.17, 2.41], [-1.97, -0.50, 2.28], [-0.78, -1.03, 1.63], [-0.05, -1.72, -0.30], [0.94, 2.08, -0.82], [1.51, 1.49, -2.21], [0.20, 0.78, -1.43]],
  "lumo_energy_ha": 0.14402,
  "max_force_ha_per_bohr": 0.0517,
  "gap_ha": 0.3135,
  "charge": -1
}

---

{
  "formula": "H4N2O2P",
  "method": "the ωB97M-V functional and the def2-TZVPD basis",
  "species": ["N", "N", "O", "O", "P", "H", "H", "H", "H"],
  "xyz": [[-1.60, -0.12, 0.83], [-0.45, 0.89, -0.64], [0.50, -1.67, -0.26], [1.82, 0.42, 0.55], [0.88, -0.26, -0.43], [-1.33, -1.13, 0.49], [-0.86, 0.29, 1.41], [-0.22, 1.72, -0.10], [1.25, -0.13, -1.85]],
  "lumo_energy_ha": [0.17183, 0.06956],
  "spin_multiplicity": 3,
  "max_force_ha_per_bohr": 0.0514,
  "gap_ha": [0.2913, 0.2421],
  "charge": -1
}

---

{
  "formula": "H4N2O2S",
  "method": "the ωB97M-V functional and the def2-TZVPD basis",
  "species": ["N", "S", "N", "O", "O", "H", "H", "H", "H"],
  "xyz": [[1.92, -0.32, -0.59], [0.66, 0.03, 0.09], [-0.65, 0.91, -0.65], [0.59, 0.51, 1.58], [-0.34, -1.37, 0.06], [-1.58, 0.49, -0.92], [-0.32, 1.24, -1.54], [-0.32, 0.75, 1.73], [0.03, -2.24, 0.23]],
  "lumo_energy_ha": 0.01029,
  "max_force_ha_per_bohr": 0.1302,
  "smiles": "N#S(N)(O)O",
  "gap_ha": 0.3613,
  "charge": 0
}

---

{
  "formula": "H4N2O3P",
  "method": "the ωB97M-V functional and the def2-TZVPD basis",
  "species": ["N", "N", "O", "O", "O", "P", "H", "H", "H", "H"],
  "xyz": [[-0.93, -0.54, 1.34], [1.46, -0.24, -0.37], [-1.74, -1.16, -1.02], [-1.25, 1.34, -0.41], [1.70, 1.16, -0.73], [-0.99, -0.10, -0.29], [-0.21, -0.02, 1.92], [-0.93, -1.49, 1.27], [1.94, -0.66, -1.26], [0.95, 1.71, -0.45]],
  "lumo_energy_ha": [0.15912, 0.15912],
  "max_force_ha_per_bohr": 0.0744,
  "gap_ha": [0.2812, 0.2812],
  "charge": -1
}

---

{
  "formula": "H4N2OS",
  "method": "the ωB97M-V functional and the def2-TZVPD basis",
  "species": ["N", "N", "O", "S", "H", "H", "H", "H"],
  "xyz": [[-0.69, -0.14, 1.55], [-1.23, -0.83, -0.77], [2.41, 0.12, 0.07], [-0.08, -0.96, 0.40], [0.03, 0.23, 2.16], [-0.87, -0.94, -1.65], [-2.05, -0.21, -0.54], [2.84, -0.29, 0.91]],
  "lumo_energy_ha": [-0.05136, -0.01885],
  "max_force_ha_per_bohr": 0.0725,
  "gap_ha": [0.2317, 0.3559],
  "charge": 0
}

---

{
  "formula": "H4N2OS",
  "method": "the ωB97M-V functional and the def2-TZVPD basis",
  "species": ["N", "N", "O", "S", "H", "H", "H", "H"],
  "xyz": [[2.22, 0.31, 0.03], [0.13, -0.98, 0.00], [-2.48, 0.45, 0.03], [0.73, 0.36, -0.04], [2.66, 1.11, 0.40], [-1.75, 0.29, 0.64], [0.58, -1.85, -0.29], [-2.08, 0.31, -0.76]],
  "lumo_energy_ha": -0.02007,
  "max_force_ha_per_bohr": 0.0801,
  "gap_ha": 0.3633,
  "charge": 0
}

---

{
  "formula": "H4N2OS",
  "method": "the ωB97M-V functional and the def2-TZVPD basis",
  "species": ["N", "N", "O", "S", "H", "H", "H", "H"],
  "xyz": [[-0.16, 1.22, 1.49], [-0.78, -0.94, -1.09], [2.21, 1.04, 0.75], [1.11, 0.43, 1.46], [-0.44, 2.04, 0.95], [0.24, -1.07, -0.84], [-0.85, -1.06, -2.11], [-1.33, -1.66, -0.60]],
  "lumo_energy_ha": -0.01520,
  "max_force_ha_per_bohr": 0.0396,
  "gap_ha": 0.3613,
  "charge": 0
}

---

{
  "formula": "H4N3O",
  "method": "the ωB97M-V functional and the def2-TZVPD basis",
  "species": ["N", "N", "N", "O", "H", "H", "H", "H"],
  "xyz": [[1.10, 0.61, -0.13], [1.17, -0.67, -0.19], [-1.40, -0.70, -0.05], [-1.36, 0.64, -0.13], [1.26, 1.08, 0.79], [-0.22, 0.80, -0.20], [1.03, -0.94, -1.11], [-1.57, -0.82, 1.02]],
  "lumo_energy_ha": [0.19543, 0.19556],
  "max_force_ha_per_bohr": 0.0742,
  "gap_ha": [0.2901, 0.2560],
  "charge": -1
}

---

{
  "formula": "H4N3OPS",
  "method": "the ωB97M-V functional and the def2-TZVPD basis",
  "species": ["N", "N", "N", "O", "P", "S", "H", "H", "H", "H"],
  "xyz": [[-0.41, -1.77, 0.10], [1.47, -0.77, -1.02], [0.32, 0.55, 0.91], [-1.43, 2.08, -0.33], [0.02, -0.14, -0.56], [0.98, -2.30, -0.75], [-1.24, -2.37, 0.39], [-0.93, 2.46, -0.85], [-0.12, 1.54, 1.03], [1.33, 0.72, 1.08]],
  "lumo_energy_ha": [-0.04361, -0.07202],
  "max_force_ha_per_bohr": 0.2477,
  "gap_ha": [0.3042, 0.2145],
  "charge": 0
}

---

{
  "formula": "H4N4O",
  "method": "the ωB97M-V functional and the def2-TZVPD basis",
  "species": ["N", "N", "N", "N", "O", "H", "H", "H", "H"],
  "xyz": [[-0.40, 0.16, -1.76], [-0.70, 0.58, -0.58], [0.72, -0.78, 0.56], [-0.22, 0.25, 0.58], [-0.66, 0.74, 1.65], [0.31, -0.57, -1.72], [-1.43, 1.30, -0.53], [0.73, -1.23, 1.48], [1.65, -0.45, 0.31]],
  "lumo_energy_ha": [0.03142, 0.03173],
  "max_force_ha_per_bohr": 0.0223,
  "gap_ha": [0.3156, 0.3170],
  "charge": 0
}